24
Properties=species:S:1:pos:R:3:forces:R:3 method="wB97M-V/def2-TZVPD" relative_energy_kcal_mol=7.27 e_tot_ev=-13608.194 lumo_ha=0.0054 orbital_gap_ev=9.7 smiles=CC(C)O.O.O.O.O max_force_ev_per_a=1.30
O -18.716758 19.656845 -12.108851 0.186 0.403 0.463
H -19.495319 20.231185 -12.081135 0.117 -0.057 -0.102
H -18.026454 20.136594 -11.599593 -0.373 -0.152 -0.307
O -16.728285 21.105399 -10.752450 0.202 0.216 0.196
H -16.400606 21.016998 -9.849778 -0.078 -0.059 -0.109
H -16.075878 21.653724 -11.204539 -0.097 -0.139 -0.041
O -20.528871 18.943536 -14.347250 -0.025 0.057 0.027
H -19.735630 19.043447 -13.803616 -0.019 -0.088 -0.124
H -21.113318 19.643177 -14.032837 0.056 -0.050 0.003
O -21.355408 21.409398 -12.729056 0.031 0.126 0.235
H -21.421895 22.272731 -13.154646 0.068 -0.122 -0.004
H -21.660848 21.555237 -11.825129 -0.071 -0.045 -0.138
C -15.090903 16.226277 -11.783588 0.376 0.401 0.205
C -16.535993 16.712829 -11.818707 0.377 0.300 -1.209
C -17.018351 17.078185 -10.419023 -0.243 -0.168 -0.906
O -16.523611 17.830959 -12.750031 -0.300 0.226 1.081
H -14.911725 15.279630 -11.270049 -0.337 0.002 0.016
H -14.525057 16.999352 -11.249838 0.018 -0.114 0.074
H -14.614962 16.176168 -12.762002 -0.373 -0.109 -0.191
H -17.220693 16.011248 -12.311415 0.185 -0.435 0.521
H -16.826547 16.213732 -9.785709 -0.041 0.173 0.316
H -18.088817 17.279875 -10.456057 -0.027 0.055 0.210
H -16.496634 17.972607 -10.078817 0.112 -0.105 0.182
H -17.280571 18.398865 -12.514128 0.257 -0.318 -0.398

25
Properties=species:S:1:pos:R:3:forces:R:3 method="wB97M-V/def2-TZVPD" total_charge=+1 relative_energy_kcal_mol=37.39 e_tot_ev=-12503.239 lumo_ha=-0.1087 orbital_gap_ev=9.8 max_force_ev_per_a=1.73
N -0.602346 0.266299 2.066116 1.062 -1.160 0.713
C -0.983202 -1.153272 1.701900 0.503 -0.368 -1.010
C -0.727891 -1.331443 0.179179 -0.429 1.033 0.883
N -1.223094 -0.147324 -0.522930 0.334 -0.463 0.475
C -0.215568 0.535000 -1.312011 -0.002 0.510 -0.423
H -1.405202 0.844572 2.240793 -0.374 0.529 -0.473
H -0.050058 0.265577 2.928262 -0.124 0.032 -0.050
H 0.022690 0.624595 1.337852 -0.222 0.617 -0.133
H -0.302095 -1.845594 2.182222 -0.049 0.076 0.582
H -1.997247 -1.336515 2.017601 -0.273 0.055 0.026
H 0.354886 -1.381777 0.090032 0.136 -0.289 -0.339
H -1.200795 -2.249118 -0.152672 0.134 -0.175 -0.133
H -1.974286 -0.425851 -1.110201 -0.712 -0.136 -0.486
H 0.629517 0.791101 -0.678234 0.024 0.240 -0.069
H -0.656526 1.426385 -1.756986 0.070 0.233 0.319
H 0.172777 -0.007723 -2.164474 0.138 -0.641 -0.163
H 3.742205 3.250477 -1.920567 -0.066 -0.101 0.003
H 4.588606 3.226720 -0.654890 -0.122 -0.145 -0.075
O 3.887401 2.742789 -1.113682 0.170 0.271 0.056
H -3.773720 -2.443579 -2.002281 -0.032 -0.115 -0.137
H -3.042467 -3.682256 -1.502960 -0.051 -0.122 -0.109
O -2.956010 -2.942369 -2.112392 0.054 0.277 0.308
H 2.897460 1.371515 1.421038 -0.062 0.128 -0.275
H 2.624003 2.022068 0.043627 0.170 0.013 0.028
O 2.190964 1.579721 0.795658 -0.277 -0.300 0.481

27
Properties=species:S:1:pos:R:3:forces:R:3 method="wB97M-V/def2-TZVPD" total_charge=+1 relative_energy_kcal_mol=0.00 e_tot_ev=-16599.507 lumo_ha=-0.1039 orbital_gap_ev=11.0 max_force_ev_per_a=2.00
N -0.534362 1.070819 1.550592 -0.427 -0.194 0.442
C -1.795725 0.211984 1.323926 1.613 1.075 -0.483
C -2.521329 0.784485 0.120753 -0.784 -0.230 0.356
C -1.313691 -1.230773 1.206914 0.180 -1.420 -0.272
N -2.231203 -2.107908 0.742744 -0.811 0.876 -0.166
O -0.194178 -1.563551 1.524646 0.027 0.380 0.357
H -0.487063 1.822062 0.866658 -0.104 0.121 0.001
H 0.416896 0.591974 1.456966 -0.268 -0.539 -0.547
H -0.594739 1.487216 2.471290 0.135 0.234 0.176
H -2.383162 0.318672 2.225532 -0.247 -0.056 0.150
H -3.488673 0.287717 0.094438 -0.143 0.104 -0.414
H -2.013561 0.674031 -0.823283 0.350 -0.478 -0.232
H -2.731159 1.846620 0.204028 -0.044 0.149 0.415
H -2.111848 -3.101093 0.662373 0.562 -0.049 0.174
H -3.109526 -1.751981 0.415183 -0.180 -0.126 -0.012
H 4.329709 -0.450035 1.200370 -0.037 -0.196 0.175
H 3.601102 -1.655085 1.862939 0.316 0.058 0.158
O 3.988864 -1.339143 1.039776 -0.278 -0.030 -0.177
H 1.422091 1.053593 -2.655568 0.357 0.023 0.300
H 2.690641 1.894682 -2.368974 -0.177 -0.071 0.238
O 1.874978 1.575900 -1.958368 -0.238 -0.098 -0.355
H 2.165374 -0.624494 0.641577 0.061 0.353 -0.472
H 1.686050 0.476362 -0.428015 0.536 -0.007 -0.088
O 1.718949 0.232633 0.512507 -0.246 0.092 0.474
H 1.092574 -0.154853 -4.514327 0.010 -0.317 0.319
H -0.189197 -0.005618 -3.736248 0.017 -0.244 0.047
O 0.712178 -0.344219 -3.638422 -0.181 0.589 -0.563

29
Properties=species:S:1:pos:R:3:forces:R:3 method="wB97M-V/def2-TZVPD" total_charge=-1 relative_energy_kcal_mol=16.22 e_tot_ev=-20702.624 lumo_ha=0.1161 orbital_gap_ev=8.8 max_force_ev_per_a=1.24
O -1.539580 2.408771 -1.081323 0.050 0.055 -0.052
C -0.640905 2.244928 -0.264930 -0.433 0.600 0.077
N -0.284425 3.246480 0.584993 0.366 -0.337 0.011
C 0.108538 0.938541 -0.182113 0.221 0.348 0.288
N 0.805441 0.731560 1.090831 -0.650 -0.363 0.055
C 0.714120 -0.706426 1.496053 0.674 -0.461 0.059
O 1.194755 -1.587491 0.567228 0.016 0.250 -0.177
H 0.379302 3.052799 1.316163 -0.121 -0.081 0.027
H -0.828601 4.091219 0.629590 -0.047 -0.152 -0.150
H 0.766373 0.897702 -1.052053 0.094 -0.039 -0.090
H -0.614034 0.147812 -0.348601 -0.142 -0.033 0.138
H 1.783084 0.957271 0.964371 0.132 -0.196 0.056
H -0.333065 -0.944322 1.785519 0.107 0.490 -0.213
H 1.320338 -0.794762 2.413771 -0.162 0.195 0.089
H -1.747391 0.923665 -2.161320 -0.163 -0.767 -0.497
H -1.240568 -0.568002 -2.211531 -0.451 0.274 -0.314
O -1.829151 0.079547 -2.675502 0.387 0.392 0.553
H -0.624856 1.268839 2.579993 -0.209 -0.222 0.061
H -2.114992 0.870544 2.635007 0.094 -0.001 -0.076
O -1.400272 1.219917 3.174857 0.183 0.204 0.006
H -0.181146 -2.700286 -1.673455 0.112 1.081 0.037
H 0.530917 -1.659293 -0.609043 -0.239 -0.039 -0.150
O -0.035519 -1.734118 -1.563095 0.187 -1.196 0.256
H 1.494711 -3.122923 1.244119 -0.059 -0.138 0.188
H 0.946865 -3.879419 2.474924 0.036 0.006 -0.088
O 1.569479 -3.983636 1.749118 0.010 0.147 -0.071
H 0.804328 -0.929951 -3.029278 0.095 0.103 -0.480
H 0.060961 -0.031691 -3.978894 0.098 -0.039 0.017
O 0.935303 -0.437269 -3.875400 -0.187 -0.082 0.440